DFT (ωB97M-V with the def2-TZVPD basis set) results for a molecular structure, C34H36BrInN4O4P2S2 at a distorted geometry.

Geometry as ORCA input:
```
! RIJCOSX wB97M-V def2-TZVPD def2/J DEFGRID3
* xyz 2 1
In -0.218 -0.971 0.274
O -0.248 1.024 4.527
C -1.334 0.387 4.998
C -1.791 0.721 6.273
C -2.900 0.101 6.804
C -3.578 -0.877 6.080
C -3.138 -1.225 4.826
C -2.017 -0.600 4.260
C -1.602 -0.969 2.918
O -0.608 -0.373 2.341
N -2.297 -1.918 2.333
N -1.987 -2.228 1.087
C -2.643 -3.181 0.514
S -2.422 -3.522 -1.168
C -3.307 -5.120 -1.112
C -4.449 -4.966 -0.137
S -3.818 -4.139 1.371
H -0.084 0.714 3.616
H -1.252 1.474 6.822
H -3.245 0.375 7.788
H -4.442 -1.362 6.504
H -3.644 -1.979 4.246
H -2.599 -5.886 -0.793
H -3.656 -5.344 -2.118
H -4.852 -5.932 0.161
H -5.251 -4.349 -0.543
C 2.438 -1.448 2.423
O 2.113 -0.721 1.240
C 2.580 0.571 1.160
C 3.810 0.953 1.642
C 4.225 2.280 1.522
Br 5.962 2.764 2.122
C 3.387 3.230 0.988
C 2.120 2.864 0.501
C 1.713 1.496 0.521
O 0.610 1.080 -0.035
C 1.222 3.857 -0.021
N -0.012 3.561 -0.447
C -0.627 4.693 -0.921
C -1.875 4.896 -1.489
C -2.175 6.182 -1.894
C -1.262 7.228 -1.732
C -0.017 7.036 -1.159
C 0.296 5.743 -0.758
N 1.426 5.177 -0.195
H 3.442 -1.880 2.358
H 1.697 -2.248 2.505
H 2.369 -0.804 3.303
H 4.469 0.234 2.101
H 3.721 4.255 0.947
H -0.369 2.611 -0.356
H -2.569 4.080 -1.605
H -3.133 6.384 -2.348
H -1.544 8.214 -2.067
H 0.671 7.856 -1.039
H 2.249 5.686 0.084
C 2.906 -3.413 -0.316
P 1.359 -2.814 -1.090
C 0.761 -4.360 -1.879
C 1.863 -1.855 -2.558
C 3.047 -2.202 -3.203
C 3.428 -1.583 -4.378
C 2.637 -0.582 -4.916
C 1.470 -0.208 -4.274
C 1.061 -0.842 -3.103
P -0.552 -0.374 -2.389
C -1.726 -1.157 -3.557
C -0.780 1.397 -2.805
H 3.581 -2.584 -0.116
H 3.397 -4.148 -0.954
H 2.640 -3.899 0.625
H 1.570 -4.773 -2.482
H -0.096 -4.163 -2.517
H 0.481 -5.078 -1.109
H 3.675 -2.976 -2.792
H 4.337 -1.887 -4.873
H 2.925 -0.097 -5.835
H 0.863 0.574 -4.704
H -1.504 -0.797 -4.561
H -2.739 -0.874 -3.275
H -1.639 -2.239 -3.529
H -1.065 1.517 -3.849
H 0.133 1.951 -2.602
H -1.588 1.782 -2.183
*
```

max |F| = 0.0502 hartree/bohr
total energy = -6080.04651 Ha
HOMO-LUMO gap = 6.735 eV

---

DFT (ωB97M-V with the def2-TZVPD basis set) results for a molecular structure, C34H36BrMgN9O4SSe2.

Geometry as ORCA input:
```
! RIJCOSX wB97M-V def2-TZVPD def2/J DEFGRID3
* xyz 2 1
Mg -0.095 1.361 0.084
Se 2.706 -0.126 1.730
Se 2.638 1.835 2.917
C 0.762 2.086 3.270
C 0.515 2.687 4.503
C -0.785 2.926 4.896
C -1.807 2.538 4.043
C -1.475 1.970 2.832
N -0.212 1.745 2.412
C 3.079 0.767 0.055
C 4.394 0.709 -0.388
C 4.781 1.497 -1.457
C 3.828 2.312 -2.044
C 2.533 2.272 -1.567
N 2.132 1.508 -0.539
H 1.351 2.942 5.141
H -0.997 3.381 5.855
H -2.845 2.682 4.309
H -2.258 1.685 2.149
H 5.099 0.072 0.126
H 5.804 1.497 -1.807
H 4.076 2.965 -2.869
H 1.781 2.881 -2.044
Br -0.852 -2.653 -6.547
C -0.779 -1.337 -5.203
C 0.103 -0.276 -5.317
C 0.157 0.678 -4.313
C -0.654 0.569 -3.187
C -1.539 -0.501 -3.090
C -1.611 -1.446 -4.096
N -0.542 1.520 -2.132
C -0.665 2.745 -2.452
C -0.449 3.826 -1.481
C -0.527 5.146 -1.894
C -0.229 6.154 -0.986
C 0.135 5.801 0.301
C 0.167 4.454 0.640
N -0.120 3.481 -0.221
H 0.749 -0.199 -6.180
H 0.873 1.490 -4.381
H -2.183 -0.572 -2.226
H -2.304 -2.273 -4.025
H -0.924 3.044 -3.469
H -0.809 5.376 -2.913
H -0.272 7.193 -1.284
H 0.389 6.551 1.035
H 0.432 4.149 1.645
C 2.794 -6.442 1.486
C 3.118 -5.485 2.628
S 2.242 -3.940 2.458
O 2.644 -3.320 1.213
O 2.354 -3.146 3.656
C 0.482 -4.398 2.375
C -0.244 -4.243 1.039
N -0.051 -2.948 0.367
C -0.491 -1.758 0.823
N -0.084 -0.758 0.043
C 0.693 -1.329 -0.928
C 0.717 -2.670 -0.748
N 1.437 -3.599 -1.573
O 1.431 -4.779 -1.279
O 2.024 -3.109 -2.515
C -1.291 -1.592 2.064
H 3.500 -7.270 1.493
H 2.873 -5.940 0.522
H 1.795 -6.870 1.577
H 4.167 -5.185 2.612
H 2.867 -5.875 3.614
H 0.045 -3.778 3.156
H 0.420 -5.442 2.684
H -1.311 -4.352 1.233
H 0.067 -5.011 0.345
H 1.206 -0.775 -1.693
H -2.006 -2.404 2.204
H -1.822 -0.645 2.028
H -0.630 -1.568 2.936
C -5.679 -0.090 -0.461
N -4.495 0.750 -0.328
C -4.467 2.117 -0.400
C -3.172 2.480 -0.188
N -2.398 1.355 0.003
C -3.239 0.340 -0.078
H -6.406 0.413 -1.091
H -6.129 -0.284 0.511
H -5.412 -1.036 -0.927
H -5.356 2.696 -0.587
H -2.764 3.476 -0.149
H -2.982 -0.701 0.043
*
```

max |F| = 0.0084 hartree/bohr
total energy = -10085.76579 Ha
HOMO-LUMO gap = 7.388 eV

---

DFT (ωB97M-V with the def2-TZVPD basis set) results for 9 unconnected molecules or ions with the total composition C34H36Cl10O16 at a distorted geometry.

Geometry as ORCA input:
```
! RIJCOSX wB97M-V def2-TZVPD def2/J DEFGRID3
* xyz 0 1
O 2.940 -1.590 2.882
C 1.782 -1.986 2.996
C 0.617 -1.098 2.933
C -0.616 -1.578 2.882
O -1.714 -0.836 2.886
C -0.897 -3.094 3.037
O -2.028 -3.485 3.176
C 0.296 -3.964 3.159
C 1.580 -3.473 3.251
O 2.638 -4.258 3.497
H 0.730 -0.054 2.955
H -2.502 -1.396 2.883
H -0.014 -4.932 3.434
H 3.455 -3.760 3.411
O -0.516 2.613 -2.335
C -0.164 1.522 -1.916
C 0.974 0.725 -2.451
C 1.442 -0.362 -1.886
O 2.452 -1.056 -2.404
C 0.778 -0.926 -0.678
O 1.226 -1.934 -0.198
C -0.341 -0.126 -0.112
C -0.859 0.979 -0.657
O -1.873 1.688 -0.086
H 1.448 1.114 -3.339
H 2.699 -1.778 -1.787
H -0.773 -0.466 0.821
H -1.853 2.564 -0.510
O -2.730 4.434 -0.942
C -2.424 5.395 -0.216
C -3.433 6.141 0.519
C -3.079 7.154 1.313
O -4.027 7.763 2.037
C -1.589 7.624 1.465
O -1.379 8.487 2.252
C -0.645 6.958 0.546
C -0.995 5.900 -0.216
O -0.162 5.174 -0.952
H -4.499 5.837 0.480
H -3.579 8.512 2.548
H 0.285 7.404 0.311
H -0.544 4.429 -1.540
O -6.635 -4.735 -1.342
C -6.245 -4.111 -0.341
C -6.998 -3.779 0.822
C -6.474 -2.918 1.697
O -7.196 -2.521 2.723
C -5.067 -2.399 1.619
O -4.692 -1.688 2.536
C -4.263 -2.768 0.491
C -4.897 -3.470 -0.492
O -4.416 -3.569 -1.720
H -7.983 -4.190 0.963
H -6.762 -1.811 3.220
H -3.180 -2.437 0.360
H -5.181 -4.005 -2.216
Cl 2.953 5.227 0.488
C 3.720 4.993 -1.088
C 3.300 3.609 -1.677
Cl 4.115 3.606 -3.272
H 4.807 5.158 -1.080
H 3.309 5.860 -1.665
H 2.236 3.636 -1.802
H 3.677 2.893 -0.995
Cl 1.293 -4.538 -3.230
C -0.320 -4.878 -2.555
C -0.106 -5.109 -1.035
Cl -1.722 -4.975 -0.097
H -0.755 -5.784 -3.036
H -0.933 -3.964 -2.713
H 0.702 -4.446 -0.707
H 0.179 -6.101 -0.866
Cl 5.793 2.365 0.088
C 5.109 2.488 1.779
C 4.237 1.307 2.099
Cl 2.658 1.134 1.154
H 4.596 3.423 1.815
H 5.946 2.452 2.411
H 4.037 1.386 3.161
H 4.716 0.364 1.921
Cl -2.131 -0.223 -3.595
C -2.939 1.347 -3.956
C -2.533 1.803 -5.398
Cl -3.203 0.690 -6.595
H -2.558 2.065 -3.234
H -3.993 1.141 -3.902
H -1.485 1.813 -5.533
H -2.965 2.817 -5.456
Cl 5.431 -5.499 -0.290
C 6.565 -5.273 1.004
C 7.453 -4.061 0.953
Cl 8.604 -4.043 -0.444
H 7.139 -6.181 1.011
H 6.068 -5.275 1.990
H 7.967 -3.961 1.866
H 6.914 -3.130 0.719
*
```

SMILES = O=C1C=C(O)C(=O)C=C1O.O=C1C=C(O)C(=O)C=C1O.O=C1C=C(O)C(=O)C=C1O.O=C1C=C(O)C(=O)C=C1O.ClCCCl.ClCCCl.ClCCCl.ClCCCl.ClCCCl
max |F| = 0.0643 hartree/bohr
total energy = -7122.89482 Ha
HOMO-LUMO gap = 7.930 eV